(1)
Formula: C19H27N9O2S
Source: OMol25
Level of theory: wB97M-V/def2-TZVPD

CARTESIAN COORDINATES (ANGSTROEM)
1 C -3.7551 -2.4319 -1.7196
2 C -4.1751 -1.2459 -0.8603
3 H -5.0566 -0.7701 -1.2918
4 C -3.0684 -0.1921 -0.7717
5 N -1.8745 -0.7267 -0.1732
6 C -1.6707 -1.0192 1.1277
7 N -0.4858 -1.5600 1.3670
8 C 0.1220 -1.5902 0.1658
9 C -0.7153 -1.0979 -0.8255
10 C -0.3020 -0.9871 -2.1864
11 O -0.9445 -0.5537 -3.1269
12 N 1.0142 -1.4314 -2.3564
13 C 1.8785 -1.9191 -1.3845
14 O 3.0149 -2.2550 -1.6425
15 N 1.3851 -2.0088 -0.1018
16 C 2.2560 -2.4745 0.9559
17 H 3.0289 -1.7313 1.1581
18 H 1.6469 -2.6229 1.8435
19 H 2.7332 -3.4041 0.6473
20 C 1.5287 -1.3425 -3.7133
21 H 2.5151 -1.7977 -3.7336
22 H 0.8497 -1.8618 -4.3887
23 H 1.5889 -0.2967 -4.0166
24 S -2.8016 -0.5870 2.3640
25 C -1.6485 -0.3513 3.7528
26 C -0.3424 0.2097 3.2841
27 N -0.3646 1.1392 2.3505
28 C 0.8410 1.4974 1.8739
29 N 0.8837 2.4031 0.8930
30 C -0.3075 2.9878 0.3256
31 H -1.1615 2.6467 0.9107
32 C -0.4501 2.5927 -1.1443
33 C 0.8186 2.9443 -1.9171
34 C 2.0284 2.2933 -1.2511
35 C 2.1123 2.7324 0.2114
36 H 2.9288 2.2306 0.7300
37 H 2.2617 3.8179 0.2624
38 H 2.9475 2.5717 -1.7684
39 H 1.9316 1.2060 -1.2918
40 H 0.7260 2.6024 -2.9491
41 H 0.9520 4.0290 -1.9306
42 H -1.3125 3.1023 -1.5757
43 H -0.6220 1.5191 -1.2126
44 H -0.2273 4.0792 0.4066
45 N 1.9980 1.0020 2.3291
46 C 1.8895 0.1463 3.3353
47 N 0.7354 -0.2952 3.8541
48 N 3.0230 -0.3673 3.8487
49 H 3.9032 0.0258 3.5698
50 H 2.9547 -0.9279 4.6781
51 H -1.4739 -1.3041 4.2491
52 H -2.1530 0.3396 4.4286
53 H -2.7998 0.1516 -1.7729
54 H -3.4072 0.6517 -0.1621
55 H -4.4293 -1.5818 0.1476
56 H -3.4231 -2.0914 -2.6978
57 H -4.5874 -3.1181 -1.8526
58 H -2.9378 -2.9772 -1.2518

## Properties
* structure (SMILES): CCCn1c(SCc2nc(N)nc(N3CCCCC3)n2)nc2c1c(=O)n(C)c(=O)n2C
* net charge: 0
* energy relative to the best compared isomer or geometry (same formula, charge and spin): 0.0000 eV
* LUMO: 0.0231 Ha
* 2S+1: 1
* frontier orbital gap: 8.6 eV
* E_HOMO: -7.94 eV



(2)
Formula: C17H20F2N4O3
Source: OMol25
Level of theory: wB97M-V/def2-TZVPD

CARTESIAN COORDINATES (ANGSTROEM)
1 F 3.9675 -1.8078 -5.7836
2 F 1.2547 -0.9258 -6.0117
3 N -1.1536 -1.1949 3.1810
4 N -2.6530 -1.3627 4.9786
5 N -3.1351 -0.0785 3.1462
6 O 0.9301 2.6542 -2.5343
7 O 0.7547 -1.8553 1.4812
8 O 2.5036 -0.5566 -0.0130
9 C -1.4778 -1.5734 4.3968
10 C -1.9577 -0.3334 2.6551
11 C -3.4607 -0.5752 4.3073
12 C 4.2022 -0.4785 -3.8419
13 C 3.6341 0.3183 -2.8452
14 C 1.5431 0.3541 -4.0586
15 C 3.4234 -0.9422 -4.9374
16 C 2.0805 -0.5307 -5.0135
17 C 2.2920 0.7696 -2.9618
18 N -1.6344 0.1816 1.4204
19 C -4.7780 -0.2272 4.9213
20 C -2.6831 0.8179 0.5438
21 C 0.1620 1.4548 0.1264
22 C 1.6861 1.6158 -1.8956
23 C 0.7021 0.7282 -1.1332
24 C 0.2180 -1.0110 0.4927
25 C -0.2227 0.3196 1.0909
26 C 1.2109 -0.6181 -0.5915
27 H 1.4947 3.0529 -3.1919
28 H 0.0962 -1.8776 2.2110
29 H 2.5769 -1.3634 0.5814
30 H -0.7841 -2.1420 4.9832
31 H 5.2165 -0.8486 -3.6755
32 H 4.2274 0.5583 -1.9793
33 H 0.4920 0.6453 -4.1574
34 H -5.0068 -0.8685 5.7977
35 H -4.8198 0.8319 5.2200
36 H -5.5724 -0.4130 4.2090
37 H -2.4426 0.7255 -0.5151
38 H -3.6444 0.3160 0.6994
39 H -2.8838 1.8781 0.8055
40 H -0.6610 2.1419 -0.1711
41 H 0.9979 2.0376 0.5231
42 H 2.4662 2.0190 -1.2597
43 H -0.1286 0.5427 -1.8207
44 H -0.6138 -1.5256 0.0076
45 H 0.3696 0.5093 2.0127
46 H 1.2109 -1.3627 -1.4002

## Properties
* structure (SMILES): Cc1ncnc(N(C)[C@@H]2C[C@@H]([C@H](O)c3ccc(F)c(F)c3)[C@@H](O)[C@H]2O)n1
* net charge: 0
* energy relative to the best compared isomer or geometry (same formula, charge and spin): 1.0708 eV
* LUMO: 0.0185 Ha
* 2S+1: 1
* frontier orbital gap: 9.4 eV
* E_HOMO: -8.93 eV



(3)
Formula: C4H13NO2
Source: OMol25
Level of theory: wB97M-V/def2-TZVPD

CARTESIAN COORDINATES (ANGSTROEM)
1 C -0.1346 -0.6837 1.8450
2 O -0.6163 0.5451 2.2439
3 C 0.4987 -0.4794 0.4355
4 C 0.8839 -1.8947 -0.1425
5 C -0.0876 -2.3471 -1.2376
6 N 1.7221 0.2960 0.5649
7 H 0.7162 -0.9553 2.5125
8 H -1.0713 -1.2884 1.8151
9 H 0.0459 1.0866 2.6606
10 H -0.3617 -0.0655 -0.1412
11 H 1.8885 -1.8120 -0.3894
12 H 0.8091 -2.5522 0.7923
13 H 0.5195 -2.7483 -2.0379
14 H -0.4183 -1.3748 -1.7187
15 H -0.9074 -3.0574 -0.9101
16 H 2.1415 0.1426 1.5427
17 H 1.6346 1.2958 0.5017
18 H -2.3048 5.9135 -3.3183
19 H -2.6425 4.5323 -2.5411
20 O -2.3154 5.4472 -2.4776

## Properties
* structure (SMILES): CC[C@H](N)CO.O
* net charge: 0
* energy relative to the best compared isomer or geometry (same formula, charge and spin): 1.7138 eV
* LUMO: 0.0287 Ha
* 2S+1: 1
* frontier orbital gap: 9.9 eV
* E_HOMO: -9.10 eV



(4)
Formula: C18H24N2O8
Source: OMol25
Level of theory: wB97M-V/def2-TZVPD

CARTESIAN COORDINATES (ANGSTROEM)
1 O -4.5215 0.7161 -1.7724
2 O 2.8998 1.3862 2.8276
3 O -0.4629 4.3783 1.2296
4 O -6.1026 -0.7284 -1.0504
5 O 3.0531 -3.5267 0.4292
6 O -4.2103 -2.7649 -1.0183
7 O -0.4842 -2.0484 -2.7641
8 O -1.1052 -4.6686 -1.7564
9 C -4.8384 -0.4117 -1.4201
10 C 1.7241 1.5729 3.1128
11 C 0.5881 4.0464 0.6913
12 C -3.8096 -1.4861 -1.3889
13 C -2.4902 -1.2207 -1.7408
14 C 3.1737 -1.2706 -0.3926
15 C 1.2224 -2.0450 0.8544
16 C 2.5814 0.0013 -0.5225
17 C 0.6360 -0.7704 0.7276
18 C 2.4925 -2.2965 0.2977
19 C 1.3116 0.2528 0.0348
20 N 1.1942 4.8992 -0.1411
21 N 0.8596 2.1823 2.3028
22 C 1.1904 1.1168 4.4498
23 C 2.4625 4.7073 -0.8458
24 C -3.2153 -3.8012 -0.8959
25 C -1.4423 -2.2912 -1.7301
26 C -2.0976 -3.6537 -1.9276
27 C 0.6860 1.6317 -0.0872
28 C 1.1851 2.6514 0.9510
29 H -6.6035 0.0937 -1.1485
30 H 3.9695 -3.5367 0.1527
31 H 0.0350 -1.2504 -2.5604
32 H -0.3436 -4.4506 -2.3272
33 H -2.2049 -0.2155 -2.0372
34 H 4.1506 -1.4571 -0.8107
35 H 0.7138 -2.8374 1.3828
36 H 3.1125 0.7915 -1.0337
37 H -0.3308 -0.5756 1.1705
38 H 0.7158 5.7799 -0.2592
39 H -0.0737 2.3644 2.6374
40 H 0.7073 1.9512 4.9534
41 H 2.0211 0.7556 5.0546
42 H 0.4757 0.3120 4.2913
43 H 2.6908 5.5961 -1.4370
44 H 2.3981 3.8486 -1.5162
45 H 3.2720 4.5495 -0.1293
46 H -3.6954 -4.7753 -1.0305
47 H -2.7886 -3.7785 0.1117
48 H -0.9405 -2.2841 -0.7597
49 H -2.5222 -3.7196 -2.9355
50 H 0.8906 2.0150 -1.0873
51 H -0.3980 1.5399 0.0045
52 H 2.2682 2.7248 0.8594

## Properties
* structure (SMILES): CNC(=O)[C@H](Cc1ccc(O)cc1)NC(C)=O.O=C(O)C1=C[C@H](O)[C@@H](O)CO1
* net charge: 0
* energy relative to the best compared isomer or geometry (same formula, charge and spin): 1.1613 eV
* LUMO: 0.0147 Ha
* 2S+1: 1
* frontier orbital gap: 9.1 eV
* E_HOMO: -8.65 eV



(5)
Formula: C4H3O2Pt
Source: OMol25
Level of theory: wB97M-V/def2-TZVPD

CARTESIAN COORDINATES (ANGSTROEM)
1 O 1.3301 1.7570 1.0727
2 C 1.2394 0.6152 0.8143
3 C 1.0480 -0.6761 0.6086
4 C 0.3821 -1.2437 -0.5728
5 C -0.9270 -1.0397 -0.8315
6 H 1.4486 -1.3170 1.3979
7 H -1.3465 -0.5125 -1.8243
8 H 0.9575 -1.9299 -1.1938
9 Pt -1.5636 1.3256 0.7834
10 O -1.5960 -0.0146 -0.2900

## Properties
* net charge: 0
* LUMO (spin up / spin down): 0.0048 / -0.0644 Ha
* ⟨S²⟩: 3.78
* 2S+1: 4
* frontier orbital gap (spin up / spin down): 7.1 / 7.6 eV
* E_HOMO (spin up / spin down): -6.97 / -9.31 eV



(6)
Formula: C6H12ClF2HfNO2S
Source: OMol25
Level of theory: wB97M-V/def2-TZVPD

CARTESIAN COORDINATES (ANGSTROEM)
1 C 0.0877 2.1645 -1.6668
2 C 1.1634 1.0019 -1.6270
3 C 1.4113 0.2982 -0.1941
4 Cl 1.5210 1.4798 1.2254
5 N 0.5350 -0.8540 0.1353
6 C -0.9129 -0.6465 -0.1671
7 C -1.6446 0.4278 0.8079
8 C -1.4437 0.0807 2.3817
9 F -3.0213 0.2255 0.5746
10 S 1.1480 -2.3792 -0.3867
11 O 2.5060 -2.6294 0.2185
12 O 0.2499 -3.5072 0.0749
13 F 1.3667 -2.4390 -2.0218
14 H 0.4077 2.8796 -2.5173
15 H 0.0115 2.8000 -0.7362
16 H -0.9665 1.8201 -1.9631
17 H 0.8189 0.1909 -2.3535
18 H 2.1417 1.4036 -2.0763
19 H 2.4758 -0.1303 -0.2539
20 H -1.1563 -0.4552 -1.2690
21 H -1.4400 -1.6406 0.0725
22 H -1.3925 1.4994 0.5598
23 H -1.5062 1.0886 2.9348
24 H -0.4086 -0.3870 2.6094
25 H -2.3079 -0.6278 2.6939
26 Hf 0.3561 -1.6642 2.9440

## Properties
* net charge: +4
* LUMO: -0.8004 Ha
* 2S+1: 1
* frontier orbital gap: 3.6 eV
* E_HOMO: -25.34 eV



| no. | calculated total energy (eV) |
| --- | --- |
| 1 | -48486.464 |
| 2 | -35491.081 |
| 3 | -9942.483 |
| 4 | -38415.861 |
| 5 | -11528.883 |
| 6 | -42033.505 |